Record 1
DFT (ωB97M-V with the def2-TZVPD basis set) results for a structure of composition C26H32CaClO4.

Element x y z (Å)
O -2.356 -3.540 -1.830
C -3.444 -4.189 -1.033
C -3.645 -5.331 -1.987
H -4.325 -3.543 -0.936
H -3.086 -4.516 -0.051
C -2.472 -4.667 -2.732
H -4.570 -5.268 -2.555
H -3.412 -6.318 -1.606
C -2.943 -4.320 -4.121
H -3.811 -3.657 -4.094
H -3.240 -5.253 -4.614
H -2.147 -3.860 -4.703
C -1.241 -5.543 -2.743
H -0.923 -5.829 -1.731
H -0.441 -5.060 -3.314
H -1.499 -6.459 -3.283
Ca 1.066 1.228 0.427
C 3.464 0.444 1.584
C 2.596 0.679 2.690
C 1.642 -0.380 2.739
H 2.691 1.482 3.421
C 1.978 -1.303 1.706
C 3.077 -0.779 0.971
H 3.575 -1.269 0.134
H 4.319 1.055 1.297
H 0.839 -0.495 3.470
H 1.559 -2.299 1.579
C 2.334 2.793 -1.496
C 2.837 1.493 -1.781
C 1.764 0.705 -2.284
H 3.874 1.171 -1.676
C 0.583 1.506 -2.266
C 0.937 2.803 -1.788
H 0.278 3.671 -1.734
H 2.928 3.653 -1.192
H 1.852 -0.295 -2.711
H -0.391 1.211 -2.656
O -1.044 -0.221 -0.261
C -0.340 -1.458 -0.658
C -0.737 -2.529 0.346
H 0.747 -1.268 -0.790
H -0.756 -1.736 -1.641
C -2.187 -2.096 0.560
H -0.277 -2.467 1.342
H -0.547 -3.517 -0.099
C -2.123 -0.585 0.647
H -2.737 -2.604 1.352
H -2.701 -2.264 -0.385
H -1.884 -0.271 1.684
H -3.015 -0.071 0.266
Cl 1.283 9.006 4.371
C 1.265 7.477 3.606
C 2.480 6.889 3.215
C 2.455 5.645 2.585
C 1.229 5.003 2.353
C 0.021 5.590 2.735
C 0.038 6.836 3.359
C 1.208 3.682 1.668
O 2.324 3.180 1.305
O 0.074 3.108 1.461
H 3.413 7.411 3.408
H 3.376 5.153 2.271
H -0.921 5.074 2.542
H -0.888 7.311 3.657

As for the net charge: -1. As for the relative energy (zero: lowest compared OMol25 entry of this formula, charge and spin): 22.4 kJ/mol. As for the calculated total energy: -2448.7807 a.u. Its HOMO energy is -3.880 eV.

Record 2
DFT (ωB97M-V with the def2-TZVPD basis set) results for a cluster of 3 separate species, C26H32F8NO2 in total.

Element x y z (Å)
C -3.029 -0.636 0.419
C -1.436 -0.254 0.076
C -1.375 1.409 0.252
C -0.502 -0.880 1.240
C 0.673 -1.963 0.711
C 1.798 -0.995 0.078
C 3.332 -1.442 -0.122
O 4.205 -1.279 1.094
C 3.675 -2.836 -0.874
F 4.286 -3.899 0.010
F 4.786 -2.554 -1.866
F 2.608 -3.457 -1.674
C 1.038 -2.791 2.068
F 2.410 -3.344 2.166
F 0.915 -1.885 3.274
C 0.105 -4.099 2.422
F -1.326 -3.844 2.639
F 0.626 -4.578 3.761
F 0.363 -5.280 1.513
C -0.210 -2.850 -0.403
C -0.778 -1.968 -1.664
C 0.166 -1.970 -3.004
C -2.193 -2.736 -2.123
N -1.107 -0.538 -1.346
O -1.902 0.057 -2.244
H -3.756 -0.409 -0.469
H -3.084 -1.763 0.791
H -3.359 0.073 1.312
H -1.342 1.720 1.404
H -2.215 1.961 -0.349
H -0.342 1.737 -0.213
H -1.248 -1.396 2.017
H -0.030 0.018 1.852
H 1.854 -0.035 0.793
H 1.473 -0.515 -0.968
H 3.792 -0.593 -0.837
H 5.163 -1.180 0.819
H 0.298 -3.864 -0.687
H -1.206 -3.157 0.185
H -0.395 -1.382 -3.876
H 1.266 -1.608 -2.843
H 0.247 -3.095 -3.390
H -1.838 -3.837 -2.419
H -2.663 -2.285 -3.094
H -2.941 -2.880 -1.231
C 3.385 2.726 2.761
C 4.027 1.494 2.639
C 5.409 1.442 2.456
C 6.150 2.623 2.405
C 5.509 3.855 2.531
C 4.126 3.907 2.705
H 2.308 2.766 2.900
H 3.450 0.574 2.685
H 5.908 0.482 2.354
H 7.228 2.582 2.268
H 6.087 4.775 2.493
H 3.626 4.867 2.797
C -6.717 3.802 -2.005
C -6.075 2.571 -2.127
C -4.693 2.518 -2.310
C -3.952 3.699 -2.361
C -4.594 4.931 -2.235
C -5.976 4.983 -2.061
H -7.794 3.843 -1.866
H -6.652 1.650 -2.081
H -4.194 1.559 -2.412
H -2.875 3.659 -2.498
H -4.015 5.851 -2.272
H -6.477 5.943 -1.969

The spin multiplicity is 2. As for the relative energy (zero: lowest compared OMol25 entry of this formula, charge and spin): 574.6 kJ/mol. As for the calculated total energy: -2013.7181 a.u. Its HOMO energy (spin up / spin down) is -9.181 / -9.384 eV.

Record 3
DFT (ωB97M-V with the def2-TZVPD basis set) results for a structure of composition C26H33AlCl3N2O4PS.

Element x y z (Å)
Al 1.069 -0.587 1.501
O -2.325 -0.017 2.803
S -1.081 -0.774 2.852
O -1.123 -1.905 3.744
O 0.118 0.123 3.074
O -0.696 -1.227 1.412
Cl 4.241 -1.887 -3.135
C 2.693 -2.037 -2.347
C 1.715 -2.852 -2.886
C 0.506 -2.933 -2.221
C 0.327 -2.197 -1.058
N 1.285 -1.423 -0.554
C 2.454 -1.340 -1.179
H 1.904 -3.403 -3.798
H -0.293 -3.562 -2.591
H -0.592 -2.225 -0.488
H 3.210 -0.709 -0.729
Cl 2.936 -4.421 0.730
C 3.723 -3.704 2.139
C 4.769 -4.390 2.703
C 5.464 -3.864 3.794
C 5.055 -2.616 4.271
C 4.004 -1.939 3.703
Cl 3.577 -0.375 4.377
C 3.192 -2.413 2.584
N 2.191 -1.835 2.043
H 5.053 -5.349 2.281
H 6.286 -4.399 4.251
H 5.573 -2.156 5.106
C 3.330 3.476 0.069
C 1.955 3.405 -0.109
C 1.259 2.263 0.275
C 1.878 1.153 0.858
C 3.269 1.270 1.037
C 3.986 2.397 0.647
H 3.881 4.360 -0.237
H 1.419 4.246 -0.542
H 0.188 2.238 0.110
H 3.804 0.454 1.515
H 5.061 2.432 0.799
C -1.084 1.095 -3.228
C -1.767 1.973 -2.171
C -2.815 2.886 -2.807
P -2.135 0.876 -0.705
C -3.221 -0.484 -1.376
C -3.776 -1.273 -0.183
C -4.329 -0.179 -2.389
C -3.233 1.806 0.467
C -2.392 2.896 1.137
C -4.602 2.346 0.053
H -0.571 1.714 -3.970
H -1.807 0.470 -3.758
H -0.341 0.435 -2.772
H -0.978 2.623 -1.774
H -3.703 2.342 -3.131
H -2.390 3.381 -3.689
H -3.132 3.670 -2.119
H -2.497 -1.133 -1.885
H -4.681 -0.794 0.202
H -3.064 -1.337 0.640
H -4.042 -2.288 -0.491
H -4.966 0.645 -2.074
H -4.969 -1.061 -2.510
H -3.930 0.070 -3.374
H -3.385 1.046 1.240
H -2.077 3.668 0.424
H -1.505 2.471 1.607
H -2.976 3.385 1.923
H -4.548 3.107 -0.726
H -5.076 2.810 0.925
H -5.272 1.556 -0.289

As for the net charge: -2. As for the relative energy (zero: lowest compared OMol25 entry of this formula, charge and spin): 0.0 kJ/mol. As for the calculated total energy: -3783.7658 a.u. Its HOMO energy is -0.438 eV.

Number 1: strongest force on any atom 0.047 Eh/bohr. Number 2: strongest force on any atom 0.105 Eh/bohr. Number 3: strongest force on any atom 0.011 Eh/bohr.